[1]
Entry from the Open Molecules 2025 dataset: 2 unconnected molecules or ions with the total composition C7H17N2 in a non-equilibrium geometry (the ωB97M-V functional and the def2-TZVPD basis).

XYZ file:
```
26
Properties=species:S:1:pos:R:3:forces:R:3
H 2.9844 0.0997 0.4807 -0.14 -0.07 -1.91
H -0.9280 2.5047 0.0088 0.36 -0.55 -0.28
H -1.6913 -0.0951 -1.5362 0.83 -1.39 1.78
H 1.5684 1.2086 1.7708 1.63 1.37 0.81
H -0.3451 1.6163 -1.5303 -0.70 0.45 -2.12
C 1.1985 -0.2386 -0.7114 -1.05 1.71 0.25
C -0.3959 1.6787 -0.4957 0.25 2.30 0.86
C 2.6689 0.1577 -0.6280 0.07 -3.77 0.88
H 0.2599 -1.7937 0.5930 -2.25 -0.58 2.43
H -3.2797 1.3619 -0.1209 -0.44 -0.19 0.03
H -0.0865 1.0081 2.1521 0.26 -0.12 -0.48
C -2.4584 -0.4279 0.2384 1.19 -5.36 4.99
H 1.9579 -2.0588 0.1876 -1.13 0.10 0.25
H 1.0374 -0.3669 1.7727 -0.71 1.06 -0.55
H -2.4104 -1.2054 1.1805 -0.27 1.87 -2.41
H -0.8668 -1.4246 -0.7193 -0.63 -0.06 0.64
N -3.3420 0.4926 0.4035 -1.89 1.49 1.16
H 2.8411 1.1453 -0.9965 0.46 0.26 -0.70
H -4.0132 0.4258 1.2504 1.78 0.35 -2.15
H 0.8788 -0.2318 -1.7811 0.27 0.15 0.56
H 2.9985 -0.7870 -1.2110 1.31 2.16 0.75
N -1.5749 -0.7006 -0.6493 -2.16 2.43 -4.37
C 0.9409 -1.7104 -0.1409 5.28 2.20 -2.38
C 0.5111 0.9133 0.0419 -0.63 -3.57 0.93
H 0.8200 -2.2516 -1.0346 -0.87 -1.39 -0.89
C 0.7263 0.6798 1.4748 -0.83 -0.85 1.92
```
Forces are in eV/Å.

For the HOMO energy, the calculation gives -12.880 eV. As for the LUMO energy: -0.11452 Ha. Its net charge is +1. Its orbital gap is 9.76 eV.

---

[2]
Entry from the Open Molecules 2025 dataset: a molecular structure, C17H15F5N8OOs (the ωB97M-V functional and the def2-TZVPD basis).

XYZ file:
```
47
Properties=species:S:1:pos:R:3:forces:R:3
H -1.2459 -5.0104 -0.5177 -0.01 0.00 0.01
C 2.5633 4.0370 -0.2933 0.00 0.00 -0.01
C 0.6834 5.4435 -1.7942 0.00 0.00 0.01
C -1.0309 0.2067 2.2428 0.01 -0.03 0.05
H 2.0628 7.0781 -1.6744 0.00 0.00 0.00
C -0.5457 -4.2366 -0.2290 0.00 0.01 0.00
H -0.4911 3.6539 -1.7494 0.00 0.00 0.00
C -2.2922 -2.3445 -0.4290 0.01 -0.02 0.01
C 3.5700 -1.0686 0.9278 0.00 0.00 0.02
H 0.8023 -5.5472 0.6949 0.01 0.00 0.00
H -5.1156 -0.5558 -2.7227 0.00 0.00 0.00
C 2.1049 -1.0160 0.7072 0.01 -0.01 0.01
F -0.9522 -1.9987 3.0643 0.03 -0.05 -0.01
N 1.4246 0.0764 0.5319 0.00 0.01 0.00
F -1.8644 1.2749 2.1606 0.00 0.01 -0.04
C -1.7484 -0.9292 3.0067 -0.01 0.02 0.00
N -3.2006 -0.4309 -1.2278 -0.09 -0.08 -0.05
H 2.5580 -3.7803 1.0709 0.00 0.00 0.00
N 1.9869 1.3078 0.3071 0.08 -0.03 0.03
H 3.2830 3.4834 0.2932 0.00 0.00 0.00
N -3.7902 -1.6538 -1.7670 0.06 0.07 0.02
C 1.2616 -2.2054 0.5455 0.01 -0.02 0.00
H 3.7247 5.8293 -0.3421 0.00 0.00 0.00
C 1.3710 3.4231 -0.6923 0.03 0.00 -0.01
C 1.5771 -3.4969 0.7142 -0.03 -0.01 -0.01
O -0.1121 1.5304 -0.6437 0.08 0.00 -0.03
H 3.7765 -1.5431 1.8898 0.00 0.00 0.00
C -0.8297 -2.8329 -0.6790 -0.06 0.02 0.02
H 4.0539 -1.6609 0.1503 0.00 0.00 0.00
N -2.3034 -0.8501 -0.4739 0.18 0.08 0.10
N -0.0465 -1.8682 0.0984 0.04 0.03 -0.02
H -0.0405 5.9966 -2.3762 0.00 0.00 0.00
C 1.8682 6.0503 -1.3984 0.00 0.00 0.00
N -3.2993 -2.7178 -1.3815 0.00 -0.02 -0.01
H -0.6269 -2.7380 -1.7535 0.01 0.00 0.00
C 2.8063 5.3486 -0.6487 -0.01 0.00 0.00
C 0.4289 4.1305 -1.4426 0.00 0.00 -0.01
Os -0.5430 -0.1021 0.2522 -0.16 -0.05 -0.13
N -4.7434 -1.4937 -2.6421 -0.01 0.00 0.01
H -2.6091 -2.6535 0.5719 -0.01 0.00 -0.01
H -5.2617 -2.3192 -2.9177 0.00 0.00 0.00
F -2.0764 -0.5485 4.2177 0.01 0.01 0.02
H 3.9848 -0.0653 0.9309 0.00 0.00 0.00
F -2.8690 -1.2857 2.3435 -0.02 0.01 0.00
F 0.0408 0.5622 2.9648 -0.01 -0.01 0.00
C 0.5840 -4.5248 0.4197 0.02 0.00 0.00
C 1.1216 2.0456 -0.3104 -0.17 0.03 0.02
```
Forces are in eV/Å.

For the HOMO energy, the calculation gives -13.964 eV. As for the LUMO energy: -0.33013 Ha. Its net charge is +2. Its orbital gap is 4.98 eV.

---

[3]
Entry from the Open Molecules 2025 dataset: a molecular structure, C27H23Cl3N9ORuSe2 in a non-equilibrium geometry (the ωB97M-V functional and the def2-TZVPD basis).

XYZ file:
```
66
Properties=species:S:1:pos:R:3:forces:R:3
H -0.2015 3.3386 -3.1932 0.01 -0.01 0.02
C 0.2996 4.1181 0.0255 -0.16 -0.08 -0.08
Se -2.1054 1.9829 -2.2947 -0.23 0.20 -0.09
H -1.0402 -2.9498 -1.9680 0.00 0.01 0.00
C -1.6084 3.2104 1.2101 0.10 -0.02 0.00
C -2.7540 3.8182 -2.1889 0.01 0.01 -0.05
H -0.2007 -0.8439 2.5233 -0.01 -0.01 -0.02
N 0.9224 5.1339 -0.5488 -0.04 0.01 -0.04
Cl 2.4111 2.4066 4.5481 -0.01 0.01 -0.01
C 2.7411 1.4221 2.0502 -0.22 -0.08 -0.11
H -2.3399 -2.4399 5.8674 0.00 0.00 0.00
C 4.9887 1.1923 1.0610 -0.03 -0.03 0.00
H -0.4970 -5.2672 1.5865 0.00 0.00 0.00
Ru 0.3269 1.0874 0.3062 1.71 -0.58 0.21
O 1.4658 1.2752 2.0048 0.22 0.70 0.78
H 1.2044 1.6018 -4.2531 0.01 -0.01 0.02
H -0.5055 -7.1968 -2.2332 0.01 0.00 0.00
C -0.6554 2.4060 -3.5365 0.02 -0.03 0.06
C -0.5775 -1.5292 0.0515 0.40 -0.05 0.20
H 0.8573 1.2101 -2.5713 -0.05 0.00 0.06
C 3.6182 1.0431 1.0043 0.06 0.15 0.02
H -0.3249 -7.2982 0.2427 -0.01 0.00 0.00
C -0.2905 -0.0714 -5.9826 -0.03 0.01 -0.04
N -0.7543 4.2536 0.9031 0.04 -0.02 0.06
C -0.4993 -6.3487 -0.2524 0.03 -0.05 -0.02
C 0.4109 1.3296 -3.5536 0.06 0.05 -0.11
C 5.5544 1.7170 2.2093 0.01 0.00 -0.02
C -0.5892 -6.2957 -1.6377 -0.01 0.06 0.04
C -0.7807 -5.0565 -2.2411 -0.01 -0.04 -0.03
H -0.8463 -4.9836 -3.3209 0.00 0.00 0.00
H 5.6022 0.8985 0.2211 0.01 0.00 0.00
N -1.2842 1.9222 1.1329 -0.65 -0.16 -0.20
C -2.5051 -3.5360 4.0219 -0.03 -0.01 0.04
C -1.2856 -2.6568 2.1087 -0.06 -0.01 0.19
C -2.0458 -2.5015 4.8265 0.03 0.01 -0.07
H -1.0790 2.5696 -4.5300 0.01 0.00 -0.01
C -0.8198 -3.9397 -0.0769 0.01 -0.21 -0.06
N -3.2928 2.1156 1.8459 -0.01 0.05 0.04
N 1.8048 3.2668 -1.2162 -0.04 -0.06 0.03
Cl 2.8959 0.3532 -0.4182 -0.32 -0.02 0.10
C -0.2150 -0.5166 -0.6004 -1.40 -0.38 -1.00
C 4.7645 2.0904 3.2818 -0.04 -0.01 0.01
H -2.9718 4.2149 -3.1810 -0.02 -0.01 0.01
H 0.6887 0.2300 -6.3536 0.00 0.00 0.00
N 1.8614 4.5478 -1.3216 0.00 0.04 0.00
H -0.8576 -0.7076 4.8613 -0.01 0.00 0.00
H -3.6638 3.8077 -1.5916 0.02 -0.02 0.02
C -0.9009 -2.7004 0.6943 0.06 0.11 -0.11
C -2.1365 -3.6109 2.6884 0.00 0.01 -0.08
H -3.1750 -4.2852 4.4304 0.00 0.00 0.00
H -2.5435 -4.4024 2.0721 0.00 -0.01 0.00
N -2.3924 1.2551 1.5329 0.07 0.01 0.03
H -0.5964 -0.9862 -6.4886 0.00 0.00 0.01
N 0.8027 2.9489 -0.3602 0.30 0.33 0.02
Cl 7.2927 1.9105 2.3086 0.02 0.00 0.00
N -2.8401 3.3773 1.6507 -0.01 0.01 0.04
C -0.8942 -3.9069 -1.4821 -0.01 0.08 0.04
H -1.0213 0.7071 -6.1963 0.00 0.00 0.02
Se -0.2047 -0.4476 -4.0727 0.03 -0.02 0.04
C -1.2182 -1.5365 4.2644 0.00 -0.01 0.04
H 5.2055 2.4998 4.1796 0.01 0.00 0.00
H -1.1351 5.1775 1.0038 -0.02 0.00 -0.04
C 3.3944 1.9402 3.1942 0.12 0.01 0.04
C -0.6075 -5.1988 0.5124 -0.01 0.08 0.04
H -2.0126 4.4458 -1.6958 0.01 0.00 -0.01
C -0.8443 -1.6120 2.9350 0.04 0.01 -0.04
```
Forces are in eV/Å.

As for the multiplicity: 2. For the HOMO energy (alpha / beta), the calculation gives -1.204 / -1.388 eV. As for the LUMO energy (alpha / beta): 0.14479 / 0.14475 Ha. Its net charge is -2. As for the expectation value of S²: 0.95. Its orbital gap (alpha / beta) is 5.14 / 5.33 eV.

---

[4]
Entry from the Open Molecules 2025 dataset: a single CH2O2 molecule in a non-equilibrium geometry (the ωB97M-V functional and the def2-TZVPD basis).

XYZ file:
```
5
Properties=species:S:1:pos:R:3:forces:R:3
H 1.1842 0.7789 -0.0488 0.98 1.82 -0.13
O -1.7067 -0.3762 0.0483 -1.20 -1.38 0.23
O -0.7289 0.4891 0.0380 -6.68 4.07 -0.99
C 0.4280 0.0900 0.0842 8.52 -6.26 0.61
H 0.8234 -0.9818 -0.1217 -1.63 1.75 0.28
```
Forces are in eV/Å.

As for the multiplicity: 3. For the HOMO energy (alpha / beta), the calculation gives -7.227 / -11.164 eV. As for the LUMO energy (alpha / beta): 0.04316 / -0.08593 Ha. As for the expectation value of S²: 2.01. Its orbital gap (alpha / beta) is 8.40 / 8.83 eV.

---

The calculated total energy results, record by record, are as follows: -386.0700; -1759.3796; -7888.9955; -189.5061 a.u..
The energy relative to the best compared isomer or geometry (same formula, charge and spin) results, record by record, are as follows: 70.3; 50.4; 52.8; 39.7 kcal/mol.